Record 1
# C38H113O19Sn

A structure of composition C38H113O19Sn in a non-equilibrium geometry (ωB97M-V/def2-TZVPD, the Open Molecules 2025 dataset).

E: -3158.80357 hartree
orbital gap: 5.791 eV
HOMO: -11.2 eV
charge: +1

Positions of all 171 atoms, in Å:
Sn (4.019, -2.079, -0.112)
C (-0.491, -0.613, 0.631)
C (-0.030, -0.202, -0.792)
O (1.342, -0.389, -1.038)
H (-1.544, -0.895, 0.590)
H (-0.333, 0.143, 1.400)
H (-0.022, -1.479, 1.098)
H (-0.237, 0.805, -1.154)
H (-0.714, -0.840, -1.350)
C (1.954, 3.625, -4.070)
C (1.537, 2.324, -3.463)
O (1.998, 2.327, -2.120)
H (1.950, 3.748, -5.153)
H (2.991, 3.813, -3.794)
H (1.438, 4.490, -3.655)
H (2.097, 1.538, -3.969)
H (0.479, 2.071, -3.535)
H (1.748, 1.543, -1.625)
C (2.050, -2.674, -5.294)
C (2.092, -1.771, -4.095)
O (2.031, -2.459, -2.978)
H (0.998, -2.746, -5.572)
H (2.646, -3.581, -5.198)
H (2.599, -2.136, -6.067)
H (1.317, -1.029, -4.284)
H (2.898, -1.049, -3.965)
H (1.700, -1.845, -2.318)
C (-5.056, 2.381, -3.031)
C (-4.998, 2.777, -4.553)
O (-4.093, 1.997, -5.291)
H (-4.986, 1.299, -2.922)
H (-6.001, 2.711, -2.599)
H (-4.284, 2.862, -2.431)
H (-4.868, 3.836, -4.778)
H (-6.009, 2.540, -4.885)
H (-3.839, 2.402, -6.123)
C (5.303, 0.952, -4.045)
C (5.520, 0.867, -2.567)
O (4.359, 0.362, -1.977)
H (4.782, 0.044, -4.349)
H (6.287, 0.921, -4.511)
H (4.794, 1.852, -4.392)
H (5.812, 1.838, -2.165)
H (6.280, 0.131, -2.306)
H (3.763, 1.090, -2.169)
C (3.428, -0.142, 4.725)
C (2.508, -1.212, 4.027)
O (2.854, -1.136, 2.661)
H (3.598, 0.698, 4.051)
H (4.425, -0.471, 5.018)
H (2.924, 0.338, 5.563)
H (1.462, -0.933, 4.156)
H (2.627, -2.241, 4.367)
H (2.481, -0.325, 2.309)
C (4.768, -6.410, -1.878)
C (3.375, -5.904, -2.367)
O (3.315, -4.593, -1.749)
H (4.860, -6.134, -0.828)
H (5.560, -6.119, -2.568)
H (4.746, -7.499, -1.898)
H (2.570, -6.531, -1.984)
H (3.318, -5.902, -3.456)
H (2.479, -4.223, -2.042)
C (-3.231, -0.784, 3.386)
C (-4.550, -1.349, 3.750)
O (-4.284, -2.469, 4.482)
H (-3.274, 0.077, 2.719)
H (-2.628, -1.473, 2.795)
H (-2.655, -0.584, 4.289)
H (-5.065, -1.709, 2.859)
H (-5.113, -0.528, 4.193)
H (-4.440, -2.123, 5.363)
C (-2.313, -3.724, -1.026)
C (-1.015, -4.454, -1.285)
O (-0.937, -4.586, -2.670)
H (-2.319, -2.793, -1.592)
H (-2.418, -3.536, 0.043)
H (-3.146, -4.372, -1.297)
H (-1.251, -5.416, -0.829)
H (-0.180, -3.919, -0.832)
H (-0.400, -3.921, -3.108)
C (-4.795, 2.721, 0.688)
C (-3.323, 2.445, 0.133)
O (-2.516, 2.399, 1.276)
H (-5.138, 1.797, 1.154)
H (-5.306, 2.916, -0.255)
H (-4.809, 3.558, 1.385)
H (-2.990, 3.288, -0.473)
H (-3.245, 1.501, -0.405)
H (-1.662, 2.054, 1.004)
C (-0.572, 5.492, 0.272)
C (0.264, 6.580, 0.886)
O (-0.508, 7.171, 1.786)
H (-0.873, 4.617, 0.848)
H (-0.063, 5.120, -0.618)
H (-1.496, 5.952, -0.078)
H (0.682, 7.297, 0.178)
H (1.127, 6.347, 1.510)
H (-0.675, 8.009, 1.350)
C (-0.508, 0.916, 8.073)
C (0.553, 0.973, 7.039)
O (1.453, 0.039, 7.538)
H (-1.310, 1.616, 7.838)
H (-0.372, 1.095, 9.140)
H (-1.044, -0.021, 7.924)
H (0.922, 1.999, 7.048)
H (0.142, 0.724, 6.060)
H (1.068, -0.839, 7.588)
C (2.108, 2.869, 2.762)
C (2.123, 2.501, 1.288)
O (2.344, 1.161, 1.192)
H (1.612, 2.124, 3.384)
H (1.798, 3.904, 2.912)
H (3.136, 2.817, 3.123)
H (2.756, 3.146, 0.677)
H (1.137, 2.803, 0.935)
H (2.048, 0.872, 0.326)
C (-1.437, -0.123, -4.347)
C (-2.581, -0.915, -4.911)
O (-3.068, -0.272, -6.054)
H (-1.734, 0.916, -4.203)
H (-0.616, -0.116, -5.064)
H (-1.145, -0.650, -3.439)
H (-3.321, -1.104, -4.134)
H (-2.179, -1.891, -5.184)
H (-3.523, 0.539, -5.814)
C (-5.333, -2.168, -1.437)
C (-6.605, -1.769, -0.663)
O (-7.554, -2.756, -0.913)
H (-5.169, -3.241, -1.539)
H (-4.411, -1.852, -0.947)
H (-5.167, -1.622, -2.365)
H (-7.064, -0.822, -0.949)
H (-6.341, -1.749, 0.394)
H (-8.238, -2.652, -0.248)
C (6.704, 2.056, 1.816)
C (6.039, 1.123, 0.809)
O (5.461, 0.002, 1.527)
H (7.598, 1.694, 2.324)
H (5.935, 2.343, 2.534)
H (6.992, 2.981, 1.317)
H (6.709, 0.854, -0.007)
H (5.165, 1.651, 0.427)
H (6.094, -0.431, 2.104)
C (-1.693, 4.442, -3.419)
C (-2.322, 5.760, -3.150)
O (-3.144, 6.161, -4.189)
H (-2.464, 3.758, -3.773)
H (-1.400, 4.044, -2.447)
H (-0.794, 4.352, -4.029)
H (-1.578, 6.514, -2.895)
H (-2.877, 5.639, -2.219)
H (-2.613, 6.264, -4.982)
C (-0.587, -3.018, 5.165)
C (-1.088, -2.925, 6.611)
O (-0.140, -2.274, 7.327)
H (-1.240, -3.661, 4.576)
H (0.445, -3.352, 5.269)
H (-0.695, -2.043, 4.689)
H (-1.223, -3.892, 7.097)
H (-2.046, -2.406, 6.641)
H (0.513, -2.927, 7.589)
C (0.625, -5.730, 1.714)
C (1.223, -4.473, 2.230)
O (1.491, -3.548, 1.223)
H (1.319, -6.156, 0.989)
H (-0.416, -5.563, 1.438)
H (0.571, -6.409, 2.566)
H (2.132, -4.681, 2.795)
H (0.583, -4.066, 3.013)
H (0.786, -2.899, 1.276)

=====

Record 2
# C6H7N3O4

The molecule C6H7N3O4 in a non-equilibrium geometry (ωB97M-V/def2-TZVPD, the Open Molecules 2025 dataset).

E: -697.90266 hartree
orbital gap (spin up / spin down): 7.253 / 7.251 eV
HOMO (spin up / spin down): -8.2 / -8.2 eV
ΔE to the lowest compared entry with this formula, charge and spin: 5.338 eV

Positions of all 20 atoms, in Å:
C (-2.995, 0.520, 0.535)
C (-4.317, 1.016, 0.771)
C (-2.132, -1.483, -0.678)
C (-0.695, -0.980, -0.327)
C (2.116, -2.091, 0.351)
C (1.186, -1.241, 1.133)
N (-4.379, -0.827, -0.607)
N (-4.663, 1.911, 1.514)
N (-3.182, -0.597, -0.279)
O (-2.386, -2.516, -1.194)
O (-0.124, -0.214, -1.021)
O (-5.143, 0.049, 0.019)
O (-0.176, -1.575, 0.797)
H (-2.075, 0.951, 0.866)
H (3.040, -1.466, 0.250)
H (2.309, -3.139, 0.789)
H (1.629, -2.420, -0.637)
H (1.290, -0.085, 1.070)
H (1.056, -1.284, 2.276)
H (-5.666, 2.256, 1.500)

=====

Record 3
# F2HPS

The molecule F2HPS in a non-equilibrium geometry (ωB97M-V/def2-TZVPD, the Open Molecules 2025 dataset).

E: -939.93935 hartree
orbital gap: 10.234 eV
HOMO: -9.9 eV
SMILES: F[PH](F)=S
ΔE to the lowest compared entry with this formula, charge and spin: 0.206 eV

Positions of all 5 atoms, in Å:
F (0.903, 1.278, 1.286)
F (0.912, 1.531, -1.067)
P (1.093, 0.353, 0.041)
S (2.861, -0.583, -0.136)
H (-0.055, -0.530, 0.185)

=====

> Which formula does entry 1 have?

C38H113O19Sn